Entry from OMol25: C26H48Cl3CoN4O4Si as an isolated structure in a non-equilibrium geometry (wB97M-V/def2-TZVPD).

Structure (XYZ):
```
87
Properties=species:S:1:pos:R:3
C -1.584 -1.975 -3.152
C -1.165 -2.976 -2.132
H -1.276 -2.267 -4.161
H -1.147 -0.990 -2.917
H -2.677 -1.842 -3.149
C -0.673 -4.197 -2.397
C -0.499 -4.775 -3.757
H -0.378 -4.845 -1.570
H -0.732 -4.062 -4.555
H -1.144 -5.653 -3.889
H 0.535 -5.117 -3.896
Co -0.600 0.151 0.070
Cl -2.601 0.182 0.904
Cl -0.339 1.174 -1.855
H 0.538 4.653 3.532
H -1.533 5.621 2.368
C 0.894 4.333 2.542
C -1.104 5.257 1.425
N -0.249 4.106 1.669
H 1.490 3.424 2.632
C -0.516 2.925 1.094
O 0.180 1.892 1.232
H -1.911 4.963 0.749
H -1.427 2.919 0.472
H 1.507 5.150 2.134
H -0.524 6.073 0.971
H 1.387 -1.585 -3.071
H 2.314 -3.706 -1.819
C 2.196 -1.008 -2.599
C 3.116 -3.018 -1.506
N 2.625 -1.659 -1.382
H 1.834 0.001 -2.373
C 2.590 -1.030 -0.183
O 2.214 0.135 -0.016
H 3.513 -3.342 -0.537
H 2.922 -1.693 0.646
H 3.041 -0.978 -3.301
H 3.914 -3.053 -2.261
O -0.229 -1.603 -0.485
C -1.238 -2.495 -0.688
C 0.025 -3.994 0.959
C -1.181 -3.589 0.385
H 0.950 -3.487 0.675
C 0.031 -5.041 1.885
H -2.228 -2.005 -0.595
C -2.384 -4.174 0.776
H 0.982 -5.376 2.312
C -1.172 -5.662 2.243
C -2.385 -5.225 1.690
H -3.306 -3.801 0.319
H -1.167 -6.492 2.950
H -3.330 -5.705 1.955
Si -0.504 4.916 -5.330
Cl -0.752 3.458 -6.781
C 1.327 4.947 -4.933
C -1.573 4.363 -3.898
C -1.066 6.559 -6.059
H 1.651 3.956 -4.593
H 1.551 5.675 -4.144
H 1.909 5.216 -5.824
H -0.465 6.826 -6.937
H -0.971 7.373 -5.328
H -2.116 6.510 -6.372
H -1.260 3.378 -3.525
H -2.618 4.302 -4.226
H -1.514 5.075 -3.066
C -1.538 -1.955 3.646
N -0.591 -1.002 4.165
C -0.517 -0.867 5.608
C 0.708 -0.086 6.030
C 0.971 1.002 5.013
N 1.294 0.299 3.795
C 2.402 0.708 2.972
C 0.385 -0.596 3.292
O 0.400 -0.986 2.109
H -2.189 -1.482 2.898
H -2.149 -2.347 4.465
H -1.037 -2.797 3.147
H -1.431 -0.342 5.935
H -0.505 -1.873 6.059
H 1.570 -0.767 6.076
H 0.565 0.329 7.028
H 1.824 1.635 5.281
H 0.057 1.610 4.874
H 3.028 1.410 3.545
H 3.005 -0.169 2.688
H 2.052 1.180 2.046
```

frontier orbital gap (spin up / spin down) = 6.66 / 6.79 eV
total charge = -1
multiplicity = 4
ΔE to the lowest compared entry with this formula, charge and spin = 0.0 kcal per mole
E_LUMO (spin up / spin down) = 2.362 / 2.362 eV